The following is a DFT calculation (ωB97M-V/def2-TZVPD) of C16H20BF6MnN8Sb as an isolated structure.

relative energy (zero: lowest compared OMol25 entry of this formula, charge and spin)	0.0000	eV
LUMO level (spin up / spin down)	-12.40 / -12.72	eV
Kohn-Sham gap (spin up / spin down)	6.5 / 6.1	eV
HOMO level (spin up / spin down)	-18.853 / -18.840	eV
largest force on an atom	1.38	eV/Å
2S+1	5
net charge	+3

Each line ends with the Löwdin spin population.
CARTESIAN COORDINATES (ANGSTROEM)
Mn  0.188  -0.015  1.727  2.96
C  -1.526  2.960  2.327  0.00
C  -1.238  2.479  0.948  0.01
C  -1.551  3.108  -0.244  0.00
C  -1.087  2.294  -1.260  0.03
N  -0.515  1.206  -0.732  0.00
N  -0.602  1.313  0.624  -0.05
B  0.191  -0.042  -1.308  0.01
N  1.634  0.001  -0.749  0.00
C  2.880  0.106  -1.234  0.03
C  3.788  0.127  -0.198  0.00
C  3.054  0.043  0.973  0.01
C  3.586  0.050  2.364  0.00
N  1.739  -0.036  0.615  -0.05
N  -0.495  -1.280  -0.700  0.00
C  -1.091  -2.362  -1.217  0.03
C  -1.563  -3.161  -0.194  0.00
C  -1.234  -2.524  0.992  0.01
C  -1.530  -2.963  2.383  0.00
N  -0.577  -1.376  0.654  -0.04
N  0.036  -0.091  -2.856  0.20
C  0.948  -0.294  -3.941  0.13
C  0.248  -0.254  -5.090  0.01
C  -1.097  -0.041  -4.705  0.24
C  -2.304  0.079  -5.504  0.07
N  -1.167  0.047  -3.296  0.28
H  -2.144  3.851  2.261  0.00
H  -2.066  2.218  2.910  0.00
H  -0.608  3.228  2.850  0.00
H  -2.062  4.052  -0.347  0.00
H  -1.137  2.437  -2.326  0.00
H  3.082  0.184  -2.287  0.00
H  4.861  0.199  -0.271  0.00
H  4.670  -0.019  2.317  0.00
H  3.333  0.979  2.875  0.00
H  3.220  -0.791  2.947  0.00
H  -1.148  -2.515  -2.282  0.00
H  -2.086  -4.099  -0.287  0.00
H  -1.936  -3.971  2.353  0.00
H  -0.637  -2.979  3.004  0.00
H  -2.276  -2.316  2.846  0.00
H  1.996  -0.476  -3.784  0.00
H  0.619  -0.370  -6.096  0.00
H  -2.110  0.020  -6.569  0.00
H  -3.021  -0.699  -5.205  0.03
H  -2.823  1.016  -5.257  0.02
F  0.869  1.217  3.039  0.02
Sb  0.217  0.105  4.644  0.00
F  1.910  0.196  5.286  0.00
F  -0.582  1.607  5.271  0.00
F  -0.577  -1.326  5.419  0.00
F  -1.156  0.017  3.149  0.02
F  0.880  -1.137  3.160  0.02